No. 1
A cluster of 7 separate species, C16H48N2O9 in total in a non-equilibrium geometry. Source: the OMol25 dataset; level of theory: the ωB97M-V functional and the def2-TZVPD basis.

The geometry in XYZ format:
```
75
Properties=species:S:1:pos:R:3:mulliken_charge:R:1
C -4.12494 4.76734 -0.18832 -0.921
O -3.28255 3.89935 0.51895 -0.198
C -2.75812 4.58108 1.66767 -0.977
C -1.53853 3.94230 2.32903 -0.364
N -0.36738 4.11676 1.50557 -0.430
C 0.78099 3.41787 2.08664 -0.210
C 1.98921 3.49002 1.09612 -0.995
O 1.56264 2.67234 0.00136 -0.225
C 2.55377 2.67801 -1.00094 -0.886
H -5.06648 4.92469 0.33785 0.348
H -4.46881 4.34840 -1.13402 0.274
H -3.64118 5.70948 -0.44608 0.392
H -3.58302 4.67237 2.37428 0.496
H -2.54229 5.62454 1.43808 0.388
H -1.75711 2.88053 2.44288 0.205
H -1.33856 4.38426 3.30513 0.529
H -0.45600 3.65781 0.61025 -0.474
H 0.70607 2.34821 2.28240 -0.295
H 0.92032 3.82003 3.09011 0.626
H 2.90822 3.11222 1.54420 0.472
H 2.08880 4.50044 0.69959 0.441
H 2.23851 2.30070 -1.97375 0.236
H 3.41572 2.05673 -0.75773 0.306
H 2.99699 3.65854 -1.17483 0.326
C -0.79962 -6.66977 -3.17691 -0.723
O -0.86393 -5.28877 -2.91810 -0.351
C 0.32089 -4.58203 -3.40816 -0.616
C 1.45258 -4.56768 -2.39595 -0.635
N 1.06855 -3.78068 -1.19990 -0.364
C 1.98062 -3.98761 -0.07082 -0.656
C 1.22554 -3.54259 1.16471 -0.446
O 0.21949 -4.49973 1.48908 -0.403
C -0.85603 -4.06133 2.26457 -0.631
H -1.53530 -7.15115 -2.53259 0.277
H 0.18978 -7.00210 -2.86268 0.286
H -0.77361 -6.96545 -4.22572 0.304
H 0.07095 -3.53253 -3.56373 0.273
H 0.66441 -4.98251 -4.36194 0.395
H 2.40434 -4.18787 -2.76741 0.377
H 1.68415 -5.57700 -2.05572 0.389
H 0.18600 -4.11471 -0.83985 0.237
H 2.83948 -3.32601 -0.18372 0.347
H 2.22494 -5.01247 0.20858 0.472
H 0.62621 -2.65605 0.95746 0.122
H 1.85910 -3.19522 1.98083 0.504
H -1.54418 -4.90400 2.19793 0.297
H -1.41140 -3.22753 1.83508 0.265
H -0.53598 -3.83996 3.28274 0.252
C 0.22051 -0.85572 4.97497 -1.316
C 0.51218 -0.11628 3.68115 0.142
O -0.03411 -0.75153 2.57693 -0.367
H 0.82316 -1.76297 4.93225 0.289
H -0.81549 -1.18544 5.05299 0.295
H 0.53313 -0.30797 5.86398 0.390
H 1.57570 0.01007 3.47854 0.319
H 0.03628 0.85841 3.78886 0.052
H 0.24769 -0.40236 1.72824 0.553
C -1.41218 3.61943 -2.69476 -1.474
C -1.42064 2.60708 -1.58248 1.132
O -0.82849 1.44446 -2.15650 -0.404
H -0.37492 3.89594 -2.88386 0.385
H -1.85386 4.58046 -2.43125 0.371
H -1.78274 3.23822 -3.64632 0.368
H -2.41445 2.26187 -1.29740 0.460
H -0.85014 2.86258 -0.68953 -0.350
H -1.39136 0.71393 -1.88989 0.197
O 0.84826 0.14771 0.32803 -0.662
H 1.03279 -0.31513 -0.48926 0.331
H 0.91994 1.07467 0.10036 0.234
O 0.86540 0.60270 -3.94657 -0.744
H 1.14313 -0.00930 -3.26498 0.365
H 0.28617 1.21718 -3.49585 0.415
O 1.84160 -1.12920 -1.87639 -0.674
H 2.77601 -1.21094 -2.06725 0.257
H 1.58318 -1.99710 -1.56623 0.398
```

electronic energy: -38774.6556 eV
orbital gap: 9.7 eV
energy above the lowest of the compared OMol25 structures with the same formula, charge and spin: 0.000 eV
net charge: 0
SMILES: COCCNCCOC.COCCNCCOC.CCO.CCO.O.O.O



No. 2
A cluster of 2 separate species, C25H16F5N3O4 in total in a non-equilibrium geometry. Source: the OMol25 dataset; level of theory: the ωB97M-V functional and the def2-TZVPD basis.

The geometry in XYZ format:
```
53
Properties=species:S:1:pos:R:3:mulliken_charge:R:1
C -4.92961 -2.11199 2.32933 -0.873
N -4.13855 -0.89579 2.43310 0.127
C -4.74902 0.34956 2.52203 -0.754
C -3.76612 1.26283 2.66339 -0.307
N -2.55515 0.57705 2.68605 0.370
C -1.28642 1.22249 2.87903 -0.897
C -0.91018 2.22750 2.00089 0.474
F -1.74038 2.54654 0.97678 -0.295
C 0.32530 2.85245 2.11660 0.473
F 0.67303 3.84933 1.27304 -0.286
C 1.20814 2.42594 3.11015 0.474
F 2.45859 2.93696 3.15866 -0.329
C 0.81507 1.46312 4.04672 0.513
F 1.69531 1.02979 4.97616 -0.343
C -0.46326 0.92200 3.95854 0.566
F -0.91486 0.08356 4.92495 -0.406
C -2.79286 -0.74105 2.49435 0.609
C -1.80897 -1.84685 2.53496 -0.061
C -0.42614 -1.57882 2.13634 -0.641
C 0.55647 -2.38156 2.62327 -0.541
C 1.96292 -2.01077 2.64436 1.009
C 2.87587 -2.64395 3.52250 -0.426
C 4.19870 -2.22236 3.59511 -0.618
C 4.63339 -1.14528 2.81046 -0.409
C 3.74178 -0.50236 1.94457 -0.870
C 2.43422 -0.97205 1.81667 -0.093
O -2.18399 -2.96618 2.94554 -0.675
H -4.29106 -2.97074 2.13243 0.324
H -5.47186 -2.27591 3.26742 0.352
H -5.66557 -1.97984 1.52954 0.342
H -5.81559 0.48854 2.48063 0.485
H -3.82651 2.33492 2.77155 0.486
H -0.26224 -0.78420 1.40898 0.648
H 0.27212 -3.30818 3.13449 0.397
H 2.51508 -3.46415 4.14701 0.372
H 4.89902 -2.72630 4.26469 0.378
H 5.67190 -0.80916 2.86725 0.399
H 4.05867 0.35122 1.34551 0.446
H 1.77654 -0.57981 1.04289 0.518
O 0.75946 -2.26130 -0.79590 -0.695
C 1.41209 -3.20272 -1.28798 0.448
C 1.65267 -3.29243 -2.74339 0.171
N 1.03792 -2.24154 -3.55140 0.890
O 1.34882 -1.05979 -3.33632 -0.545
O 0.22073 -2.59099 -4.43026 -0.597
C 2.33538 -4.35325 -3.31727 -0.624
C 2.89697 -5.34764 -2.51717 -0.439
C 2.69055 -5.31704 -1.12422 -0.623
C 1.96388 -4.31039 -0.52515 -0.193
H 2.43236 -4.36982 -4.40335 0.358
H 3.48202 -6.14398 -2.97336 0.330
H 3.10393 -6.10940 -0.50024 0.343
H 1.76215 -4.29185 0.55086 0.240
```

electronic energy: -52425.0217 eV
orbital gap: 3.4 eV
net charge: 0



No. 3
A cluster of 6 separate species, H14NO5 in total in a non-equilibrium geometry. Source: the OMol25 dataset; level of theory: the ωB97M-V functional and the def2-TZVPD basis.

The geometry in XYZ format:
```
20
Properties=species:S:1:pos:R:3:mulliken_charge:R:1
N -1.48136 0.80115 0.15625 -0.379
H -2.18462 1.03709 -0.57190 0.347
H -0.69858 1.44545 0.03496 0.376
H -1.84013 1.06923 1.07027 0.398
H -1.26458 -0.21289 0.24084 0.317
H 2.13879 -3.21781 -1.96911 0.396
H 1.78902 -1.71577 -1.95774 0.422
O 2.09961 -2.44706 -1.37545 -0.501
H -4.14675 -0.05988 -1.65554 0.338
H -4.44651 1.35332 -1.65490 0.350
O -3.65984 0.77954 -1.62512 -0.708
H 2.26993 0.55884 -1.53542 0.352
H 2.72397 0.30226 -2.96724 0.357
O 1.99175 0.12420 -2.35082 -0.666
H -0.51311 -2.53710 0.52842 0.327
H 0.56376 -1.71680 -0.26677 0.353
O -0.18566 -1.64979 0.34686 -0.705
H 2.30189 1.39034 4.66862 0.436
H 2.50361 2.41547 5.87116 0.448
O 2.03881 2.28022 5.01262 -0.259
```

electronic energy: -11934.7961 eV
orbital gap (alpha / beta): 12.0 / 1.8 eV
energy above the lowest of the compared OMol25 structures with the same formula, charge and spin: 0.140 eV
net charge: +2
multiplicity: 2